A 7-piece molecular cluster, C40H100Br2N7O6 overall at a distorted geometry. Source: the OMol25 dataset; level of theory: the ωB97M-V functional and the def2-TZVPD basis.

XYZ file:
```
155
Properties=species:S:1:pos:R:3:forces:R:3:mulliken_charge:R:1
C 5.1673 -0.9460 1.1589 0.5816 0.6076 -0.5019 -0.332
C 5.1977 0.3157 0.2141 -0.6617 -0.4239 0.7455 -0.402
C 3.8057 0.9635 -0.0373 0.6917 1.0355 -0.5471 -0.398
C 4.0466 2.4193 -0.5939 -0.8582 -0.6190 0.0683 -0.948
C 2.6824 3.0436 -1.0599 0.7038 -0.1149 0.9794 -0.651
C 1.9034 3.5895 0.1896 -0.5457 -0.1507 -0.6571 -0.904
C 0.3732 3.2067 0.1844 0.9491 0.4034 0.4317 -0.008
C -0.1328 2.9615 1.6594 -0.6331 1.0480 -1.3656 -0.745
C -1.6558 3.3411 1.7858 -0.0709 -1.0058 0.0997 -0.918
C -2.5340 2.1239 2.3017 0.7674 0.4616 -1.5047 -0.766
C -3.1643 1.4559 1.0365 -0.9425 0.4315 0.5940 0.201
C -4.3639 0.5008 1.3407 0.6439 -0.3363 -1.3819 -0.864
C -4.6188 -0.3731 0.0546 -0.2537 -0.3642 2.1381 -0.518
N -5.1654 0.5242 -1.0214 0.1816 -0.8225 -0.8065 0.176
C -4.5029 0.4100 -2.3619 0.4567 1.2697 -1.2295 -0.439
Br -5.5386 1.6629 -3.5023 -0.8881 -0.5841 0.7993 -0.050
C -2.9839 0.8743 -2.3997 -0.0268 -0.7750 -1.0890 0.070
C -1.9546 -0.2996 -2.2261 -0.1419 0.2343 0.6797 -1.104
Br -2.6316 1.6059 -4.2394 0.7256 -0.2402 0.7534 -0.082
H 5.5335 -1.8073 0.5637 -0.3748 0.2051 0.6529 -0.148
H 4.1429 -1.1283 1.5297 0.5300 -0.0888 -0.1111 0.362
H 5.8720 -0.7757 2.0099 -0.7050 -0.4447 -0.5966 -0.023
H 5.6394 0.0234 -0.7586 -0.1167 0.4048 0.4773 0.254
H 5.8362 1.0798 0.7053 -0.2396 -0.3289 -0.5337 0.314
H 3.1976 1.0609 0.8854 0.3953 -0.2899 -0.3065 0.276
H 3.1984 0.4103 -0.7865 0.4214 0.0626 0.4661 0.201
H 4.4790 3.0101 0.2388 -0.1407 -0.0927 -0.5452 0.382
H 4.7942 2.3728 -1.4077 -0.3924 0.0691 0.2806 0.416
H 2.0922 2.2304 -1.5331 0.3149 0.5745 0.0029 0.295
H 2.8558 3.8651 -1.7802 -0.2043 -0.5060 0.2273 0.409
H 2.3244 3.2093 1.1446 0.0224 0.1699 -0.6699 0.418
H 2.0173 4.6926 0.1723 -0.1399 -0.5589 0.3699 0.308
H 0.2807 2.3027 -0.4510 -0.2663 0.2989 0.4230 -0.272
H -0.1986 4.0220 -0.3045 0.1958 -0.4631 0.2861 0.439
H 0.0536 1.8943 1.8800 -0.0159 0.6282 0.3513 0.331
H 0.4372 3.6536 2.3020 -0.0421 -0.7009 -0.0309 0.434
H -1.8416 4.2209 2.4253 0.3707 -0.3638 -0.2279 0.521
H -1.9932 3.6118 0.7610 -0.0112 -0.0297 0.7159 0.329
H -1.8260 1.3830 2.7242 -0.7179 0.3970 0.3030 0.414
H -3.2822 2.4721 3.0327 0.2062 -0.4289 -0.3172 0.369
H -3.5568 2.2708 0.3783 0.3287 -0.3543 0.4151 0.315
H -2.3745 0.9501 0.4463 -0.2991 0.0773 0.4371 -0.174
H -4.1501 -0.1546 2.2057 -0.3596 0.3027 -0.4274 0.262
H -5.2992 1.0802 1.4892 0.5536 -0.3096 0.4277 0.337
H -5.3928 -1.1393 0.2673 0.3602 0.5050 -0.2323 0.372
H -3.7138 -0.9267 -0.2382 -0.3214 0.6177 -0.2691 0.226
H -6.1559 0.2653 -1.1492 -0.0450 0.4905 0.0633 -0.070
H -5.1772 1.5187 -0.7724 0.1225 -0.1577 0.2601 0.598
H -4.6716 -0.5908 -2.7962 0.2423 0.4550 0.4512 0.478
H -2.7901 1.7279 -1.7277 -0.2815 -0.5147 -0.2990 0.359
H -1.3553 -0.4775 -3.1343 -0.3835 0.2087 0.4688 0.474
H -2.4487 -1.2572 -1.9671 0.2048 0.5209 -0.1092 0.320
H -1.2664 -0.0263 -1.4001 -0.2805 -0.3172 -0.4871 0.164
C 5.5293 -4.1755 -1.7483 -0.0114 0.2882 -0.0479 -1.409
C 5.9552 -5.0143 -0.5485 -0.0706 -0.1905 -0.2992 0.441
C 7.1665 -5.9211 -0.8296 0.0910 0.0213 0.2391 -0.253
O 6.8706 -7.0790 -1.5959 0.1272 0.2125 -0.0540 -0.420
C 6.7884 -6.8583 -2.9923 -0.1283 -0.2670 0.0581 -0.533
N 4.8009 -5.7827 -0.0692 0.1302 -0.0599 0.1080 -0.746
H 4.9742 -4.7526 -2.4883 0.0487 -0.0741 0.0473 0.412
H 4.8746 -3.3622 -1.4273 -0.0072 -0.0679 0.0377 0.358
H 6.3953 -3.7283 -2.2427 -0.0031 -0.0368 0.0020 0.255
H 6.2519 -4.3178 0.2423 0.0591 -0.0930 0.0400 0.327
H 7.5361 -6.2944 0.1295 -0.0534 -0.0782 -0.0241 0.404
H 7.9910 -5.3580 -1.2846 -0.0691 0.0747 -0.0962 -0.096
H 7.4953 -6.0939 -3.3280 -0.0410 0.0644 0.0366 0.178
H 5.7707 -6.5818 -3.2773 0.0647 0.1341 -0.1392 0.228
H 7.0273 -7.7964 -3.4946 0.0392 -0.0043 0.0779 0.268
H 5.0581 -6.2578 0.7918 -0.0654 0.0892 0.0507 0.298
H 4.6481 -6.5424 -0.7284 -0.0586 0.0622 -0.0319 0.308
C 7.0875 -1.5414 5.7694 -0.0677 -0.2265 0.0706 -1.432
C 8.3040 -1.1052 4.9594 -0.2408 0.2446 0.1520 0.209
C 9.1613 -0.0350 5.6593 0.1841 -0.0525 -0.2001 -0.690
O 8.6113 1.2724 5.6290 0.0341 -0.1860 0.1996 -0.375
C 7.6164 1.5205 6.6065 -0.0342 0.2192 -0.2165 -0.634
N 7.8595 -0.6621 3.6335 0.2255 0.0892 -0.0038 -0.517
H 6.2784 -0.8117 5.7316 0.0714 0.0544 -0.0161 0.287
H 6.6881 -2.4770 5.3741 0.0257 0.0564 -0.0378 0.342
H 7.3501 -1.7085 6.8164 -0.0103 0.0260 -0.0180 0.375
H 8.9367 -1.9882 4.8274 0.0802 0.0794 -0.0235 0.360
H 10.1113 0.0380 5.1228 -0.0373 0.0738 -0.0284 0.342
H 9.4047 -0.3258 6.6884 -0.1283 -0.0273 0.0509 0.409
H 7.8193 0.9900 7.5408 -0.0185 -0.0672 -0.0311 0.296
H 6.6291 1.2493 6.2257 -0.0581 -0.0785 0.1776 0.216
H 7.6076 2.5916 6.8109 0.0883 -0.0196 -0.0276 0.263
H 8.6779 -0.4736 3.0603 -0.0331 -0.1046 -0.0584 0.234
H 7.4291 0.2532 3.7487 -0.0510 -0.0478 0.0283 0.308
C -4.2692 0.2269 5.6656 0.1166 0.1570 -0.0806 -0.885
C -5.7614 0.0053 5.4382 0.2166 -0.1953 0.2175 0.460
C -6.5572 -0.2285 6.7348 -0.2273 -0.0194 -0.1055 -0.870
O -6.4007 -1.5209 7.2929 0.0827 0.2731 0.0120 -0.391
C -5.2211 -1.6998 8.0600 -0.0686 -0.2854 -0.0428 -0.634
N -5.9409 -1.0989 4.4869 -0.1556 0.0586 -0.0975 -0.577
H -3.7369 -0.7016 5.8719 -0.0824 -0.0159 0.0337 0.282
H -3.8118 0.6623 4.7739 -0.0336 -0.0368 0.0172 -0.259
H -4.0946 0.9138 6.4962 0.0030 -0.0300 -0.0129 0.423
H -6.1564 0.9175 4.9787 -0.1077 -0.0363 0.0385 0.380
H -7.6209 -0.1426 6.4962 0.0015 -0.0757 0.0054 0.371
H -6.3412 0.5433 7.4831 0.1419 0.0060 -0.0092 0.430
H -4.9415 -0.7905 8.5988 0.0112 0.0336 -0.0643 0.298
H -4.3968 -2.0301 7.4239 0.1245 0.1070 0.0985 0.225
H -5.4115 -2.4888 8.7874 -0.0848 0.0411 -0.0254 0.258
H -6.9283 -1.1747 4.2569 0.0205 0.0278 -0.0414 0.264
H -5.7420 -1.9635 4.9854 0.0814 0.0176 -0.0387 0.286
C -8.3565 6.1470 -6.7311 0.0308 0.2303 0.0218 -1.436
C -7.6920 5.0060 -5.9685 -0.2123 -0.0539 -0.2663 0.395
C -6.9522 4.0040 -6.8740 0.0273 -0.0712 0.1843 -0.428
O -7.7987 3.1069 -7.5716 0.2081 0.1778 -0.0146 -0.387
C -8.3873 3.6378 -8.7482 -0.1976 -0.2213 0.0273 -0.654
N -8.6986 4.3405 -5.1329 0.2038 -0.1701 0.0355 -0.669
H -9.2836 5.8403 -7.2150 0.0439 -0.0765 0.0069 0.281
H -8.6105 6.9585 -6.0475 -0.0069 -0.0738 0.0091 0.364
H -7.6890 6.5526 -7.4945 -0.0224 -0.0262 0.0038 0.351
H -6.9433 5.4537 -5.3066 0.0417 -0.0980 0.0047 0.387
H -6.3255 3.3741 -6.2340 -0.0349 -0.0774 -0.0111 0.062
H -6.2746 4.5140 -7.5692 -0.0795 0.0931 -0.0490 0.423
H -7.7190 4.3340 -9.2618 -0.0054 0.0469 0.0624 0.302
H -9.3347 4.1275 -8.5148 0.0442 0.1428 -0.1211 0.235
H -8.6032 2.8061 -9.4191 0.0764 -0.0284 0.0604 0.255
H -8.2350 3.6511 -4.5459 -0.0236 0.0784 0.0794 0.168
H -9.2828 3.7804 -5.7497 -0.0712 0.1007 0.0078 0.324
C -10.0915 2.0095 0.2799 0.0883 0.2092 0.0383 -1.469
C -9.8597 1.1493 -0.9577 -0.2480 0.1708 0.3124 0.137
C -10.9811 0.1323 -1.2277 0.1449 -0.1802 -0.2236 -0.674
O -10.9598 -1.0012 -0.3767 -0.0606 0.2557 -0.0405 -0.387
C -11.5395 -0.7975 0.9026 0.1240 -0.2569 0.0674 -0.594
N -8.5531 0.4856 -0.8434 0.6454 -0.3835 -0.1944 -0.472
H -9.8831 1.4727 1.2059 -0.0454 -0.0709 -0.0495 0.297
H -9.4323 2.8796 0.2632 -0.0087 -0.0460 -0.0246 0.342
H -11.1193 2.3734 0.3189 0.0264 -0.0307 -0.0012 0.364
H -9.8241 1.8257 -1.8167 0.0095 -0.1048 -0.0572 0.305
H -10.8424 -0.2610 -2.2386 0.0113 -0.0650 0.0377 0.343
H -11.9669 0.6099 -1.2108 0.0360 0.1016 0.1168 0.433
H -12.3889 -0.1108 0.8623 0.0514 0.0531 -0.0185 0.297
H -10.7911 -0.4306 1.6088 -0.1294 0.1227 0.0821 0.188
H -11.8913 -1.7622 1.2679 0.0010 -0.0008 -0.1031 0.267
H -8.3617 -0.0022 -1.7174 -0.2183 0.0124 -0.0611 0.303
H -8.6552 -0.2666 -0.1635 -0.1132 0.0485 0.0142 0.283
C 12.0462 -2.2320 -4.1508 0.1940 0.1140 -0.0789 -1.412
C 10.9395 -1.7388 -3.2245 0.0000 -0.3563 -0.1156 0.380
C 10.8040 -2.5613 -1.9298 -0.1618 0.2345 0.0787 -0.800
O 10.1704 -3.8204 -2.0949 0.2212 0.0441 0.0854 -0.227
C 11.0138 -4.8488 -2.5863 -0.2962 -0.1222 -0.0767 -0.777
N 9.6781 -1.6911 -3.9719 -0.0764 0.0262 0.2500 -0.720
H 11.7590 -3.1267 -4.7033 -0.0541 -0.0043 0.0689 0.281
H 12.2858 -1.4670 -4.8909 -0.0682 -0.0218 0.0250 0.360
H 12.9592 -2.4517 -3.5926 -0.0264 -0.0159 -0.0092 0.343
H 11.1975 -0.7170 -2.9294 -0.0716 -0.0220 0.0878 0.401
H 10.1623 -2.0021 -1.2427 -0.0632 -0.0605 -0.0244 0.318
H 11.7713 -2.6815 -1.4268 0.0760 -0.0617 -0.1055 0.398
H 12.0382 -4.7495 -2.2177 0.0059 0.0615 -0.0411 0.344
H 11.0054 -4.8613 -3.6783 0.1995 -0.0308 -0.0062 0.267
H 10.6124 -5.8038 -2.2439 -0.0241 0.0579 0.0699 0.256
H 8.9656 -1.2619 -3.3870 0.0211 0.1054 -0.0813 0.254
H 9.3553 -2.6493 -4.0843 0.0545 0.0153 -0.1128 0.311
```
Forces are in eV/Å.

## Properties
Kohn-Sham gap (eV): 7.3
Total energy (eV): -205891.9709
LUMO (eV): -2.8971
E_HOMO (eV): -10.2
Max |F| (Eh/bohr): 0.04247
Charge: +1